Density functional theory data (ωB97M-V/def2-TZVPD) for a molecular structure, C40H52AgAsF6N4O20.

Calculated values
E_LUMO: -2.429 eV
Net charge: 0
Orbital gap: 7.4 eV
2S+1: 1
Energy above the lowest of the compared OMol25 structures with the same formula, charge and spin: 28.3 kcal per mole
Molar mass: 1205.6 g mol⁻¹
Energy: -6260.79326 Eh

Cartesian coordinates (Å):
1 Ag 23.278 1.691 -3.436
2 As 21.720 4.248 -6.036
3 F 21.705 2.771 -7.103
4 F 23.504 4.427 -6.385
5 F 19.921 4.025 -5.765
6 F 22.143 3.219 -4.599
7 F 21.718 5.697 -4.972
8 F 21.417 5.248 -7.525
9 O 14.520 1.939 -2.393
10 O 19.601 -1.044 -2.851
11 O 23.898 8.645 -7.807
12 O 24.041 1.192 -6.154
13 O 16.617 1.063 -2.704
14 O 14.793 -0.309 -2.548
15 O 16.170 0.333 -10.545
16 O 16.059 11.444 -5.074
17 O 20.821 0.549 -3.563
18 O 17.270 1.831 -12.041
19 O 23.142 11.409 -5.619
20 O 17.431 2.110 -9.750
21 O 25.491 10.207 -8.070
22 O 20.572 -0.379 -12.318
23 O 23.300 -0.350 -7.405
24 O 21.480 10.124 -5.636
25 O 26.058 7.956 -7.665
26 O 23.093 9.759 -3.941
27 O 15.982 10.533 -3.107
28 O 21.360 -0.299 -10.350
29 N 16.214 10.502 -4.311
30 N 21.066 0.254 -11.376
31 N 23.887 0.714 -7.243
32 N 20.020 -0.355 -3.740
33 C 21.906 2.519 -10.550
34 C 17.188 3.046 -4.047
35 C 18.723 -1.108 -7.743
36 C 25.224 1.305 -10.618
37 C 15.266 0.947 -2.517
38 C 24.881 13.074 -5.944
39 C 26.671 11.763 -9.513
40 C 17.029 1.059 -13.174
41 C 16.843 8.099 -3.951
42 C 17.502 7.803 -6.667
43 C 16.646 9.157 -4.796
44 C 23.430 7.326 -7.538
45 C 21.183 2.262 -12.782
46 C 20.204 0.079 -6.182
47 C 24.589 1.350 -8.374
48 C 21.334 3.639 -13.091
49 C 25.699 3.242 -9.258
50 C 18.349 -1.997 -6.664
51 C 18.076 3.323 -10.091
52 C 19.617 -0.635 -5.119
53 C 17.290 2.377 -2.642
54 C 16.957 8.953 -6.146
55 C 25.173 2.604 -8.161
56 C 16.915 1.323 -10.762
57 C 17.315 6.869 -4.428
58 C 25.263 8.890 -7.820
59 C 18.763 -1.658 -5.378
60 C 24.638 0.681 -9.576
61 C 26.832 10.543 -8.529
62 C 19.688 -0.154 -7.471
63 C 15.594 -1.479 -2.733
64 C 21.701 4.459 -12.070
65 C 25.792 2.574 -10.482
66 C 21.441 1.675 -11.588
67 C 17.692 6.734 -5.792
68 C 20.620 9.124 -5.179
69 C 22.130 3.883 -10.831
70 C 24.238 12.020 -4.981
71 C 18.568 3.963 -8.784
72 C 22.617 10.384 -4.969
73 H 26.323 3.004 -11.319
74 H 18.138 -1.159 -8.650
75 H 16.895 9.792 -6.823
76 H 16.866 2.999 -1.853
77 H 24.946 11.283 -4.603
78 H 18.693 3.351 -7.891
79 H 25.605 13.706 -5.430
80 H 27.343 9.764 -9.094
81 H 22.802 7.386 -6.649
82 H 20.964 1.610 -13.614
83 H 17.688 7.768 -7.730
84 H 15.032 -2.353 -2.403
85 H 17.844 4.752 -8.578
86 H 15.681 -1.441 -3.819
87 H 19.481 4.544 -8.912
88 H 26.093 11.474 -10.391
89 H 25.316 12.608 -6.828
90 H 24.141 6.506 -7.631
91 H 16.768 8.345 -2.902
92 H 21.115 3.941 -14.105
93 H 17.617 -2.771 -6.840
94 H 17.567 4.050 -10.725
95 H 21.729 5.524 -12.248
96 H 27.649 12.014 -9.924
97 H 19.730 9.156 -5.807
98 H 27.419 11.032 -7.752
99 H 17.153 -0.022 -13.118
100 H 17.421 6.065 -3.715
101 H 26.107 4.211 -9.012
102 H 18.043 5.750 -6.066
103 H 21.168 8.182 -5.175
104 H 18.301 2.027 -2.436
105 H 24.201 -0.276 -9.821
106 H 23.773 12.673 -4.242
107 H 21.047 0.747 -6.079
108 H 25.144 0.863 -11.600
109 H 20.089 0.525 -8.209
110 H 17.605 1.477 -14.000
111 H 15.975 1.233 -13.388
112 H 22.183 2.185 -9.561
113 H 16.488 -1.519 -2.111
114 H 17.567 2.313 -4.759
115 H 22.708 6.984 -8.279
116 H 24.119 13.712 -6.391
117 H 17.753 3.977 -4.084
118 H 18.976 3.016 -10.624
119 H 16.189 3.426 -4.257
120 H 25.166 3.081 -7.193
121 H 18.412 -2.290 -4.576
122 H 20.381 9.278 -4.127
123 H 26.209 12.634 -9.048
124 H 22.475 4.563 -10.066

Density functional theory data (ωB97M-V/def2-TZVPD) for 3 unconnected molecules or ions with the total composition C40H52BF16N2O9.

Calculated values
E_LUMO: -4.201 eV
Net charge: +1
Orbital gap: 6.8 eV
2S+1: 1
Molar mass: 1019.6 g mol⁻¹
Energy: -3964.45931 Eh

Cartesian coordinates (Å):
1 F -4.535 5.223 0.039
2 F 2.641 3.409 8.278
3 F -6.553 7.168 2.659
4 F 2.139 -1.218 5.226
5 F -2.688 6.172 0.684
6 F 4.397 2.723 6.298
7 F -8.851 6.167 1.534
8 F 2.733 0.872 5.326
9 F -7.169 5.610 0.276
10 F -7.323 5.514 3.804
11 F 5.368 3.208 8.177
12 F 2.412 1.304 7.814
13 F 3.642 -0.839 7.504
14 F 4.746 -1.950 6.021
15 F -5.827 7.767 0.361
16 F -4.167 7.713 -1.030
17 O 3.476 -0.044 2.108
18 O 3.933 -4.347 1.292
19 O -5.542 5.164 2.562
20 O 4.269 0.758 0.208
21 O -1.379 2.486 -1.375
22 O 5.286 0.157 6.344
23 O -1.987 -0.605 -3.036
24 O 2.304 -5.899 1.329
25 O -2.719 1.162 0.230
26 N -0.550 -0.994 -1.114
27 N 0.336 -3.255 -1.584
28 C 4.213 -0.737 6.288
29 C 3.064 -3.208 1.297
30 C 3.223 -6.067 -1.777
31 C -2.419 -1.539 -5.266
32 C 3.310 -5.502 0.798
33 C -0.539 -2.557 -6.715
34 C -6.768 5.840 2.618
35 C 0.066 -4.235 -0.474
36 C -7.722 5.425 1.494
37 C 1.921 -2.560 -5.757
38 C -1.465 -1.250 -4.172
39 C -1.958 -2.185 -6.506
40 C 3.210 -0.384 5.186
41 C -3.936 -1.164 -5.209
42 C -1.455 -4.274 -0.042
43 C 2.940 -2.641 -0.197
44 C -1.800 -1.348 -1.841
45 C 4.748 1.966 -3.273
46 C -0.069 -1.613 -4.371
47 C -4.369 5.929 2.286
48 C 0.475 -1.928 -1.016
49 C -4.050 6.228 0.808
50 C -4.803 -2.137 -4.289
51 C 5.109 1.521 -2.028
52 C -1.779 -3.206 1.108
53 C 3.271 0.121 0.939
54 C 5.418 0.974 7.508
55 C -4.160 0.379 -4.829
56 C 1.942 -0.295 0.248
57 C 4.589 2.272 7.559
58 C 0.953 2.107 0.779
59 C -2.388 3.528 -1.103
60 C 3.270 2.207 8.329
61 C 0.832 0.661 0.169
62 C 3.942 0.855 -1.200
63 C -0.405 0.263 -0.525
64 C 1.755 -1.629 -0.338
65 C 3.958 -6.280 -0.392
66 C -4.496 7.592 0.281
67 C 0.377 -2.252 -5.627
68 B -1.583 1.395 -0.557
69 H 2.064 -3.389 1.767
70 H 0.356 -5.278 -0.756
71 H 3.575 -2.434 1.934
72 H -4.108 -2.722 -3.637
73 H 3.816 -0.168 -1.656
74 H -4.365 -1.260 -6.248
75 H 6.463 1.290 7.487
76 H -7.992 4.371 1.586
77 H 0.701 -1.390 -3.599
78 H 3.665 -6.827 -2.483
79 H 0.653 -3.988 0.456
80 H 3.441 1.964 9.381
81 H -1.627 -5.284 0.424
82 H -5.541 -1.516 -3.719
83 H -2.619 0.254 0.577
84 H 6.141 1.589 -1.617
85 H -4.554 0.946 -5.722
86 H 5.023 -5.949 -0.535
87 H -0.252 -3.012 -7.686
88 H 1.230 -3.492 -2.024
89 H 3.417 -5.062 -2.240
90 H 5.324 0.389 8.425
91 H 3.671 -0.458 4.202
92 H -2.560 -2.490 0.745
93 H -2.413 3.667 0.012
94 H 3.740 2.424 -3.471
95 H -2.126 -3.715 2.050
96 H 1.991 2.310 1.155
97 H -2.697 -2.369 -7.328
98 H -4.317 6.825 2.908
99 H 3.884 -2.037 -0.351
100 H 3.034 1.497 -1.410
101 H -2.114 -4.162 -0.938
102 H 2.115 -6.221 -1.729
103 H 5.429 1.850 -4.147
104 H -3.378 3.181 -1.500
105 H -5.386 -2.831 -4.959
106 H -0.836 -2.661 1.394
107 H -3.191 0.892 -4.570
108 H -4.005 8.403 0.826
109 H 2.243 -3.240 -4.927
110 H 0.759 2.845 -0.053
111 H 2.429 -1.566 -5.591
112 H -1.872 -2.433 -2.088
113 H -2.677 -1.119 -1.168
114 H -2.039 4.442 -1.640
115 H -3.556 5.295 2.644
116 H 0.157 2.286 1.545
117 H 2.932 -3.469 -0.945
118 H 3.889 -7.371 -0.143
119 H -4.919 0.513 -4.019
120 H 2.187 -3.016 -6.739